# 1
Molecular formula: C4H13N2
Method: DFT, the ωB97M-V functional and the def2-TZVPD basis

Structure (XYZ):
```
19
Properties=species:S:1:pos:R:3:nbo_charge:R:1
C 0.84 0.02 -1.18 -0.3162
C -0.09 -1.19 -0.90 -0.4196
C -1.48 -0.77 -0.44 -0.4103
C -1.49 0.02 0.88 -0.2798
N -0.78 1.24 0.67 -0.4230
N 1.39 0.50 0.06 -0.2761
H 0.39 0.83 -1.76 0.2532
H 1.68 -0.38 -1.77 0.3206
H -0.16 -1.80 -1.79 0.2504
H 0.44 -1.76 -0.13 0.2265
H -2.25 -1.54 -0.44 0.2517
H -1.81 0.00 -1.15 0.2171
H -2.51 0.28 1.16 0.2742
H 6.83 -0.12 3.08 0.0025
H -1.07 -0.57 1.71 0.2526
H 0.30 0.90 0.51 0.2746
H 6.39 0.09 3.65 -0.0024
H 1.85 1.40 -0.17 0.3846
H -0.93 2.04 1.28 0.4193
```

The total charge is +1. The multiplicity is 1. The calculation puts the orbital gap at 6.688 eV. The value obtained for the LUMO energy is -8.523 eV. As for the maximum force: 0.029 Eh/bohr. The calculation puts the HOMO energy at -15.21 eV. The calculation puts the energy relative to the best compared isomer or geometry (same formula, charge and spin) at 162.4 kcal per mole.

# 2
Molecular formula: C4H13N2
Method: DFT, the ωB97M-V functional and the def2-TZVPD basis

Structure (XYZ):
```
19
Properties=species:S:1:pos:R:3:nbo_charge:R:1
C -1.58 0.39 -0.75 -0.2707
C -0.32 -0.16 -1.53 -0.4602
C 0.60 -0.98 -0.65 -0.2101
C 1.32 -0.64 1.79 -0.4269
N 1.29 -0.03 0.44 -0.5379
N -1.33 1.55 0.23 -0.3628
H -2.14 -0.46 -0.12 0.2975
H -2.14 0.91 -1.56 0.3221
H -0.59 -0.82 -2.36 0.3142
H 0.17 0.64 -2.14 0.2788
H 1.37 -1.46 -1.37 0.3090
H 0.05 -1.57 0.14 0.2412
H 0.45 -1.29 1.92 0.2236
H 1.30 0.12 2.52 0.2480
H 2.18 -1.29 1.92 0.2710
H 2.25 0.37 0.23 0.4723
H 0.69 0.91 0.47 0.4251
H -1.69 2.38 -0.25 0.4345
H -1.89 1.44 1.07 0.4313
```

The total charge is +2. The multiplicity is 2. The calculation puts the orbital gap (alpha / beta) at 13.991 / 8.070 eV. The value obtained for the LUMO energy (alpha / beta) is -7.422 / -13.695 eV. As for the maximum force: 0.085 Eh/bohr. The calculation puts the HOMO energy (alpha / beta) at -21.41 / -21.76 eV. The calculation puts the energy relative to the best compared isomer or geometry (same formula, charge and spin) at 52.1 kcal per mole.